Entry 1:
Density functional theory data (ωB97M-V/def2-TZVPD) for a cluster of 2 separate species, C7H13NO2SSi in total at a distorted geometry.

Summary:
* gap between HOMO and LUMO (spin up / spin down): 8.5 / 5.8 eV
* HOMO (spin up / spin down): -9.263 / -7.664 eV

```
25
C7H13NO2SSi, DFT ωB97M-V/def2-TZVPD
C 3.132 1.852 1.559
C 3.673 0.609 1.316
C 1.812 1.685 1.009
C 2.642 -0.256 0.830
C -0.986 -0.359 -2.307
C -2.011 0.640 0.537
C -3.311 -2.018 -0.972
N 1.501 0.421 0.662
O 0.822 2.571 1.096
O 2.853 -1.541 0.499
Si -1.735 -0.954 -0.652
S -0.212 -1.929 0.500
H 3.626 2.641 1.913
H 4.660 0.389 1.530
H -1.801 0.232 -2.839
H -0.140 0.239 -2.256
H -0.811 -1.235 -2.971
H -3.059 0.655 0.784
H -1.316 0.496 1.596
H -1.874 1.564 -0.064
H -3.216 -2.194 -2.074
H -3.184 -3.008 -0.537
H -4.325 -1.871 -0.637
H 1.292 3.370 1.186
H 1.968 -2.000 0.292
```

Here are the natural (NBO) charges for atoms 1 to 5, given in e: number 1, C, carries -0.359; number 2, C, carries -0.270; number 3, C, carries 0.523; number 4, C, carries 0.535; number 5, C, carries -1.097

Entry 2:
Density functional theory data (ωB97M-V/def2-TZVPD) for an isolated molecule of C2H6Br2Si2 at a distorted geometry.

Summary:
* gap between HOMO and LUMO (spin up / spin down): 7.4 / 7.2 eV
* HOMO (spin up / spin down): -8.584 / -7.724 eV

```
12
C2H6Br2Si2, DFT ωB97M-V/def2-TZVPD
C 0.577 0.901 -0.478
C -0.650 -1.374 -0.053
Si 0.386 -0.051 1.078
Si -1.549 -2.743 1.013
Br -3.039 -1.784 2.360
Br 0.102 -3.977 1.906
H -0.172 1.559 -0.865
H 1.003 0.398 -1.336
H -1.630 -0.710 -0.386
H -0.079 -1.745 -0.969
H 1.553 -0.632 1.688
H -0.682 0.378 2.012
```

Here are the natural (NBO) charges for atoms 1 to 5, given in e: number 1, C, carries -0.760; number 2, C, carries -1.316; number 3, Si, carries 1.081; number 4, Si, carries 1.015; number 5, Br, carries -0.313

Entry 3:
Density functional theory data (ωB97M-V/def2-TZVPD) for a cluster of 2 separate species, C6H10N6O2 in total at a distorted geometry.

Summary:
* SMILES string: Cc1c/c(=N\[N+](=O)[O-])[nH][nH]1.CN=C=N
* gap between HOMO and LUMO: 8.9 eV
* HOMO: -8.679 eV

```
24
C6H10N6O2, DFT ωB97M-V/def2-TZVPD
C 2.759 2.307 1.507
C 1.858 1.237 1.052
C 2.091 -0.066 0.785
C 0.895 -0.617 0.197
N 0.572 -1.804 -0.148
N 1.242 -2.970 -0.006
O 2.316 -2.973 0.482
O 0.605 -3.936 -0.418
N 0.115 0.411 -0.050
N 0.618 1.616 0.518
H 2.884 3.171 0.823
H 2.153 2.649 2.373
H 3.611 1.852 2.022
H 2.993 -0.655 1.226
H -0.828 0.269 -0.353
H 0.028 2.416 0.718
C -3.692 0.833 -1.384
N -2.659 -0.140 -1.186
C -2.342 -1.273 -1.224
N -2.123 -2.425 -1.196
H -3.655 1.557 -0.657
H -4.706 0.337 -1.492
H -3.437 1.170 -2.374
H -1.298 -2.968 -1.213
```

Here are the natural (NBO) charges for atoms 1 to 5, given in e: number 1, C, carries -0.662; number 2, C, carries 0.216; number 3, C, carries -0.361; number 4, C, carries 0.410; number 5, N, carries -0.499

Entry 4:
Density functional theory data (ωB97M-V/def2-TZVPD) for a cluster of 2 separate species, Cl2H3N3 in total at a distorted geometry.

Summary:
* spin multiplicity: 3
* expectation value of S²: 2.008
* gap between HOMO and LUMO (spin up / spin down): 7.2 / 8.1 eV
* HOMO (spin up / spin down): -7.375 / -10.696 eV

```
8
Cl2H3N3, DFT ωB97M-V/def2-TZVPD
N -0.015 -0.012 0.222
N -0.373 0.049 -0.964
N -0.044 0.817 -1.923
Cl -0.811 0.527 -3.443
Cl 0.620 2.595 1.779
H 0.144 1.578 1.029
H -0.493 -0.739 0.634
H -0.952 -0.669 -1.400
```

Here are the natural (NBO) charges for atoms 1 to 5, given in e: number 1, N, carries -0.326; number 2, N, carries -0.283; number 3, N, carries -0.130; number 4, Cl, carries 0.153; number 5, Cl, carries -0.362

Entry 5:
Density functional theory data (ωB97M-V/def2-TZVPD) for a structure of composition C10H9CsN2O5SSe at a distorted geometry.

Summary:
* total charge: -2
* gap between HOMO and LUMO: 6.4 eV
* HOMO: -2.388 eV

```
29
C10H9CsN2O5SSe, DFT ωB97M-V/def2-TZVPD
Cs 0.947 0.821 0.798
O -0.774 5.265 0.777
C -0.597 4.049 0.951
O 0.386 3.413 1.394
C -1.783 3.143 0.543
C -3.068 3.674 0.470
C -4.119 2.833 0.152
C -3.852 1.500 -0.111
C -2.535 1.056 -0.066
N -1.526 1.864 0.271
C -2.179 -0.397 -0.472
O -3.081 -1.240 -0.339
O -1.009 -0.517 -0.910
H -3.187 4.732 0.660
H -5.136 3.209 0.103
H -4.623 0.781 -0.354
Se 7.895 -1.956 -1.274
C 6.112 -1.355 -1.051
N 5.017 -1.000 -0.916
C 1.870 -4.063 0.725
S 0.719 -2.758 0.246
C 1.684 -2.165 -1.137
O 0.915 -1.708 1.309
H 2.876 -3.658 0.824
H 1.856 -4.869 -0.009
H 1.528 -4.446 1.685
H 1.824 -3.007 -1.819
H 2.663 -1.838 -0.782
H 1.174 -1.362 -1.667
```

Here are the Mulliken charges for atoms 1 to 5, given in e: number 1, Cs, carries 1.149; number 2, O, carries -0.758; number 3, C, carries 0.231; number 4, O, carries -0.724; number 5, C, carries 0.340

> What is the formula in the fifth record?

C10H9CsN2O5SSe